A cluster of 15 separate species, C85H187N10O17 in total. Source: the OMol25 dataset; level of theory: ωB97M-V with the def2-TZVPD basis set.

Properties
orbital gap: 9.3 eV
maximum force: 4.865 eV/Å
charge: +5
E: -5175.8505 Eh
HOMO: -16.3604 eV
2S+1: 1

Last column: Mulliken charge in e.
Element x y z (Å)
H -30.868 16.475 -0.089  0.46
H -27.151 8.059 -0.161  0.27
H -27.114 5.713 -7.119  0.41
C -34.232 1.608 -7.306  -0.66
H -35.733 14.338 5.804  0.39
O -28.505 2.600 -4.208  -0.57
H -26.340 11.396 -6.297  0.34
C -27.760 15.627 0.450  -0.97
H -27.520 9.169 -6.282  0.67
O -32.650 6.306 3.609  -0.49
O -34.050 4.981 2.378  -0.35
H -21.973 1.939 -4.059  0.38
C -32.050 2.761 -1.399  -1.71
H -27.400 -0.932 -3.060  0.52
H -34.278 5.089 -7.141  -0.16
H -28.473 9.909 -5.186  0.37
H -28.388 6.974 -2.852  0.18
C -26.565 -0.356 -2.634  -1.11
H -33.315 10.118 5.948  0.37
H -35.207 2.434 -4.829  0.44
H -33.210 1.470 -7.724  0.24
H -30.208 6.974 0.224  0.09
H -30.579 7.308 -2.050  -0.18
H -35.377 2.485 1.344  -0.19
H -30.840 3.471 -6.238  -0.74
H -35.790 4.678 5.336  -0.14
H -34.836 10.384 8.606  0.35
H -33.675 8.917 0.313  0.78
H -30.939 5.108 -1.952  0.08
H -21.504 3.901 -5.291  0.44
N -31.148 14.490 -0.418  0.90
H -33.297 6.430 -5.785  0.16
H -35.531 0.151 0.049  0.37
C -31.902 8.052 1.023  -0.29
H -27.805 1.357 -2.227  -0.34
H -24.249 2.716 4.827  0.45
C -27.551 9.323 -5.221  -1.13
H -36.203 10.793 -5.954  0.26
H -33.878 9.390 7.476  0.13
H -33.331 4.967 -9.311  0.47
H -34.226 9.827 4.345  0.09
H -23.024 0.999 -2.052  0.35
C -33.299 4.049 -8.695  -1.08
N -24.739 1.162 -3.319  0.49
H -23.192 4.316 -5.514  0.25
H -27.118 12.639 2.025  0.39
O -28.380 4.242 -2.633  -0.40
H -36.759 10.223 7.002  0.45
H -27.583 9.916 0.601  -1.25
C -33.966 5.889 3.204  0.19
C -34.709 6.708 -4.559  0.59
H -26.469 10.445 -3.805  0.02
H -25.306 1.997 6.102  0.36
H -38.519 8.028 -6.510  0.36
C -29.180 10.810 4.707  -0.56
H -30.342 12.617 -4.817  0.48
H -39.410 10.654 -5.700  0.38
C -33.916 -0.897 -7.054  -1.50
H -32.829 -0.952 -6.994  0.38
O -27.204 7.117 0.004  -0.70
C -32.553 11.761 1.441  0.25
H -35.598 1.030 2.313  0.35
H -28.097 11.810 6.349  0.49
O -35.000 7.056 -3.454  -0.76
H -27.691 16.503 1.035  0.45
H -39.906 7.000 -5.123  0.28
O -28.178 5.470 1.214  -0.60
H -37.541 12.765 5.518  0.38
H -25.967 -1.132 -2.163  0.39
C -25.275 2.211 -2.464  -0.74
O -28.221 7.598 1.937  -0.48
H -28.455 8.137 -7.631  0.41
O -33.576 11.219 2.233  -0.29
H -24.357 -0.137 -1.664  0.54
H -32.695 15.161 -1.692  0.41
C -37.429 2.017 2.221  -1.07
C -33.941 10.473 5.147  -1.26
H -26.482 0.982 -4.384  0.36
H -31.983 8.492 -1.865  0.77
O -31.344 11.283 1.535  -0.23
H -28.851 5.126 5.027  0.49
H -34.773 13.337 4.509  0.22
H -28.233 3.870 1.860  -0.06
H -25.353 1.323 4.538  0.36
H -40.992 9.021 -5.537  0.35
C -36.070 1.640 1.553  0.51
H -33.745 10.297 2.550  0.27
H -33.919 12.344 6.629  0.26
N -32.123 6.565 -0.936  1.34
H -34.121 7.203 -1.392  0.04
C -31.551 13.632 -2.678  -0.18
H -24.875 11.430 -5.328  0.42
C -36.298 3.681 5.398  -0.25
C -35.342 8.258 8.528  -1.28
H -28.899 2.665 -5.092  0.27
C -23.810 0.364 -2.487  -1.14
H -31.394 5.888 0.974  -0.47
H -40.358 7.167 -3.377  0.40
H -24.842 2.412 -5.032  0.18
H -35.532 7.492 7.746  0.19
H -36.759 4.375 1.625  0.37
O -28.688 14.694 1.051  -0.06
H -27.601 1.685 4.850  0.43
H -29.741 11.713 4.533  0.33
H -36.247 3.024 -6.127  0.51
C -34.401 4.124 -7.645  0.01
H -35.593 0.193 -6.318  0.39
H -31.147 15.654 -2.213  0.43
O -29.531 4.520 -4.593  -0.15
N -27.105 10.888 3.292  0.60
O -32.856 12.981 0.955  -0.99
H -31.757 13.848 -0.038  -0.30
H -31.046 3.950 0.033  -0.76
H -30.677 11.321 -3.525  0.19
H -29.512 6.563 -5.267  -0.31
C -25.848 0.268 -3.812  -0.46
C -28.578 7.309 -6.900  -1.01
H -38.226 4.726 2.574  0.32
H -29.925 2.196 1.076  0.06
H -35.855 9.000 5.968  0.25
H -32.761 4.050 0.213  -0.58
H -23.003 3.250 -3.443  0.22
C -26.053 1.699 -1.246  -0.58
C -31.016 15.561 0.516  -0.53
H -37.015 10.427 4.622  0.32
H -29.968 8.365 -5.354  0.62
H -35.371 3.945 -8.092  0.53
H -29.395 8.436 -3.237  0.30
C -27.534 11.009 0.737  2.37
C -27.095 0.699 -1.721  0.35
H -26.406 7.356 -7.111  0.28
C -31.928 4.142 -7.971  -0.40
H -30.420 3.472 5.082  0.32
H -28.059 15.943 -0.524  0.30
H -29.649 5.116 3.369  0.55
H -30.415 13.824 -0.289  0.04
H -38.552 2.102 4.626  0.42
H -25.583 9.026 -4.503  0.16
C -25.565 10.754 -5.810  -1.51
H -26.099 3.463 3.627  0.18
O -35.382 6.217 -5.531  -0.85
N -35.251 10.924 5.762  0.81
H -31.915 1.820 -0.879  0.57
H -26.681 12.606 -0.436  0.33
C -33.550 6.863 -0.517  0.14
H -32.814 2.340 -5.148  0.54
C -31.721 3.197 -6.846  0.13
H -37.297 0.260 0.400  0.41
C -39.308 10.087 -4.760  -0.65
H -35.522 12.346 -3.325  0.38
H -33.067 4.063 -5.399  -0.16
H -34.551 7.878 9.147  0.42
H -30.258 14.594 2.269  0.23
N -27.977 7.945 -4.732  0.87
C -33.397 7.929 0.610  -1.20
H -34.003 5.959 -0.051  -0.09
C -38.385 3.114 4.313  -0.72
H -25.967 11.056 -0.753  0.50
C -29.177 7.587 -5.532  0.18
H -27.620 11.429 -1.324  0.35
H -29.150 10.995 2.530  -0.71
H -31.788 7.947 2.156  0.60
H -34.030 7.613 1.428  0.14
C -37.699 8.611 -6.065  -0.81
C -30.024 2.794 4.264  -1.13
H -34.079 0.448 -5.479  0.18
H -25.927 4.210 5.201  0.45
H -32.041 7.187 -2.999  -0.17
H -26.798 15.134 0.503  0.26
H -37.433 9.394 -6.840  0.26
H -29.134 6.588 -7.503  0.25
C -31.975 4.019 -0.549  2.17
H -35.840 3.098 6.217  0.57
C -26.251 9.884 -4.750  0.13
C -34.957 12.278 6.393  -0.76
C -25.188 2.267 5.051  -1.58
H -29.807 10.019 5.112  0.42
H -29.822 1.799 4.624  0.54
H -37.420 11.810 -5.147  0.31
H -31.944 15.717 1.009  0.33
C -30.765 2.768 2.983  0.74
H -26.005 2.753 -3.084  0.15
N -38.041 9.171 -4.749  0.45
H -27.410 12.687 4.312  0.28
C -29.655 2.109 2.132  -0.67
C -40.455 9.021 -4.612  -0.66
C -35.373 3.174 -5.564  -0.96
H -24.542 2.978 -2.261  0.37
H -22.415 2.957 -6.372  0.40
O -33.286 6.913 -4.902  -0.34
H -37.985 1.160 2.567  0.48
H -25.249 9.976 3.359  0.28
C -36.551 11.158 -4.988  0.02
H -26.596 9.205 4.372  0.38
C -37.794 3.900 5.481  -0.68
C -32.931 3.110 -5.915  -0.33
H -25.768 11.668 1.810  0.35
H -27.685 8.661 -2.745  0.06
C -38.428 8.025 -3.846  -0.25
C -36.886 9.915 -4.136  -0.48
H -31.712 2.281 3.077  0.84
C -22.474 3.493 -5.458  -1.43
H -34.541 11.386 -4.455  0.23
H -34.292 -1.679 -6.400  0.44
C -30.059 12.272 -3.806  -0.55
H -35.273 4.127 -5.062  0.00
H -35.935 1.753 4.352  0.58
H -31.755 5.182 -7.715  0.18
H -25.321 1.343 -0.493  0.35
C -26.220 3.289 4.710  -0.11
H -26.055 6.970 -4.655  0.61
H -28.054 2.975 5.934  0.51
H -38.161 3.519 6.432  0.37
C -26.963 11.720 4.493  -0.32
H -32.047 5.614 3.315  0.22
H -31.495 2.275 -7.348  0.61
H -28.714 9.420 2.992  -0.30
C -27.912 11.128 5.510  -1.15
H -41.185 9.445 -3.905  0.37
H -35.372 12.959 -4.924  0.43
H -27.445 5.886 -4.593  -0.83
C -22.852 2.558 -4.261  -0.19
H -37.061 13.138 3.989  0.50
H -31.421 9.015 0.715  0.16
H -36.285 8.364 9.104  0.36
O -34.894 6.496 3.870  -0.81
H -39.272 10.749 -3.911  0.36
C -28.819 4.826 4.022  -1.81
H -37.290 10.387 -3.252  0.32
C -28.398 8.009 -3.287  -0.73
C -26.896 11.556 -0.525  -1.72
H -31.342 2.845 -2.224  0.04
H -37.925 4.970 5.372  0.29
N -28.690 3.362 3.953  0.89
H -29.726 16.378 1.993  0.44
O -30.151 13.302 -2.761  -0.35
C -26.284 9.595 3.447  -0.84
C -26.842 11.613 1.953  -0.98
C -36.377 0.802 0.267  -1.48
H -35.140 3.205 3.554  0.03
C -28.358 2.987 2.501  0.15
H -31.148 3.975 -8.714  0.44
N -34.288 2.982 -6.620  0.69
C -28.828 3.921 -3.752  -0.07
H -25.414 -0.418 -4.538  0.46
C -27.174 6.751 -6.617  -0.46
H -25.912 11.903 4.745  0.45
H -29.121 11.773 -4.076  -0.04
H -37.659 7.243 -3.887  0.13
C -39.868 7.685 -4.238  -0.68
H -32.618 5.014 -2.210  0.49
H -27.467 2.372 2.482  0.29
C -28.601 10.465 3.318  1.20
H -23.319 -0.393 -3.124  0.30
H -27.555 10.194 5.898  0.33
C -27.674 2.758 4.932  -0.93
C -36.001 2.830 4.120  -0.42
C -29.882 15.369 1.571  -0.67
H -32.012 13.676 -3.691  0.44
H -25.163 10.145 -6.578  0.42
C -24.114 1.770 -4.489  -0.65
H -32.991 2.673 -1.927  0.49
H -29.552 1.043 2.275  0.45
H -26.465 8.971 2.603  0.28
C -37.188 4.455 2.637  -0.92
H -28.526 11.382 0.653  -0.34
H -33.375 3.207 -9.379  0.32
H -36.545 5.113 3.184  0.31
C -36.685 12.671 4.856  -0.86
H -35.507 12.361 7.353  0.49
H -27.718 0.240 -0.905  0.32
C -34.502 0.379 -6.471  -0.51
H -31.856 12.720 -2.185  0.21
H -38.531 8.441 -2.832  0.43
C -34.894 9.562 7.861  0.18
H -36.098 9.226 -3.937  0.05
N -37.256 3.034 3.271  0.27
C -36.254 11.214 4.622  -0.11
H -23.917 0.949 -5.220  0.49
H -30.988 3.748 2.503  -0.83
H -34.267 -1.067 -8.060  0.36
H -34.864 1.682 -8.177  0.67
H -38.212 2.453 1.518  0.40
H -33.487 11.427 4.702  0.37
C -31.887 5.203 -1.444  -1.21
C -27.036 6.766 -5.059  0.26
C -31.620 7.473 -2.024  -0.53
C -35.412 13.386 5.377  -0.43
H -36.532 1.366 -0.642  0.37
C -31.665 14.814 -1.796  -0.76
H -26.537 2.567 -0.744  0.29
H -35.687 11.125 3.682  0.02
C -31.277 6.793 0.344  0.19
C -27.904 6.674 1.177  0.11
H -27.946 5.313 3.665  0.54
H -36.859 7.998 -5.887  0.28
C -35.450 12.027 -4.377  -1.45
C -35.768 9.861 6.679  -0.91
H -39.263 3.513 3.862  0.49